Record 1
Here is 7 unconnected molecules or ions with the total composition C29H60N5O7PSi from the Open Molecules 2025 dataset. Energies are from ωB97M-V/def2-TZVPD.

As for the structure (SMILES): C[Si](C)(C)c1nnc(P(N)O)nn1.C1CCOC1.C1CCOC1.C1CCOC1.C1CCOC1.C1CCOC1.C1CCOC1. For the molecular weight, the calculation gives 649.887 g/mol. As for the lowest unoccupied orbital energy: -0.6451 eV. Its orbital gap is 7.408 eV. The calculation puts the calculated total energy at -69990.2678 eV.

CARTESIAN COORDINATES (ANGSTROEM)
1 C -8.857 0.725 1.260
2 Si -7.950 0.037 -0.280
3 C -7.914 -1.902 -0.360
4 C -8.876 0.610 -1.891
5 C -6.065 0.562 -0.350
6 N -5.407 0.547 0.891
7 N -4.134 0.854 0.840
8 C -3.657 1.141 -0.448
9 P -1.771 1.545 -0.537
10 N -1.207 0.806 -2.065
11 O -0.943 0.685 0.703
12 N -4.319 1.196 -1.684
13 N -5.593 0.890 -1.632
14 H -8.220 0.804 2.208
15 H -9.402 1.719 1.004
16 H -9.716 -0.022 1.504
17 H -7.384 -2.312 0.581
18 H -7.195 -2.149 -1.242
19 H -8.950 -2.369 -0.519
20 H -9.612 1.444 -1.593
21 H -8.083 0.948 -2.650
22 H -9.483 -0.305 -2.248
23 H -2.004 0.467 -2.634
24 H -0.618 1.480 -2.581
25 H 0.008 0.539 0.472
26 C 4.550 -0.737 -0.131
27 C 4.514 0.719 0.275
28 C 3.501 1.291 -0.696
29 O 2.574 0.239 -0.996
30 C 3.105 -0.998 -0.500
31 H 4.916 -1.403 0.652
32 H 5.189 -0.860 -1.013
33 H 4.141 0.808 1.301
34 H 5.484 1.216 0.219
35 H 3.977 1.597 -1.633
36 H 2.962 2.148 -0.283
37 H 2.518 -1.288 0.379
38 H 2.998 -1.775 -1.260
39 C 6.619 -5.505 0.318
40 C 5.332 -5.957 -0.334
41 C 4.289 -5.229 0.490
42 O 4.893 -4.008 0.936
43 C 6.303 -4.069 0.677
44 H 7.495 -5.599 -0.327
45 H 6.800 -6.087 1.227
46 H 5.299 -5.609 -1.372
47 H 5.195 -7.041 -0.333
48 H 4.007 -5.808 1.376
49 H 3.385 -5.004 -0.081
50 H 6.520 -3.393 -0.158
51 H 6.853 -3.724 1.556
52 C 9.682 -7.528 4.505
53 C 8.205 -7.544 4.824
54 C 7.706 -6.329 4.069
55 O 8.553 -6.177 2.922
56 C 9.689 -7.039 3.071
57 H 10.169 -8.498 4.626
58 H 10.194 -6.805 5.149
59 H 7.747 -8.452 4.416
60 H 7.986 -7.501 5.893
61 H 7.795 -5.420 4.675
62 H 6.667 -6.432 3.747
63 H 9.574 -7.871 2.367
64 H 10.600 -6.492 2.817
65 C -2.494 5.635 -3.730
66 C -3.263 4.614 -4.534
67 C -2.206 3.563 -4.804
68 O -1.302 3.590 -3.692
69 C -1.574 4.758 -2.905
70 H -3.127 6.280 -3.117
71 H -1.905 6.270 -4.400
72 H -4.067 4.188 -3.923
73 H -3.706 5.017 -5.448
74 H -1.634 3.798 -5.708
75 H -2.628 2.561 -4.909
76 H -2.060 4.434 -1.979
77 H -0.635 5.256 -2.650
78 C -10.803 2.002 5.472
79 C -10.577 3.431 5.911
80 C -9.756 3.987 4.765
81 O -10.160 3.279 3.585
82 C -10.960 2.155 3.973
83 H -11.665 1.528 5.944
84 H -9.915 1.401 5.696
85 H -11.537 3.956 5.973
86 H -10.076 3.521 6.877
87 H -8.687 3.805 4.917
88 H -9.910 5.059 4.619
89 H -11.999 2.372 3.703
90 H -10.636 1.267 3.424
91 C 5.288 3.204 -3.836
92 C 5.575 3.977 -5.102
93 C 6.159 5.265 -4.559
94 O 6.823 4.934 -3.332
95 C 6.453 3.602 -2.953
96 H 5.217 2.125 -3.987
97 H 4.347 3.550 -3.394
98 H 6.326 3.448 -5.699
99 H 4.695 4.139 -5.728
100 H 5.373 5.993 -4.330
101 H 6.871 5.727 -5.247
102 H 7.318 2.952 -3.121
103 H 6.202 3.579 -1.889



Record 2
Here is a molecular structure, C20H43AlFO11Si from the Open Molecules 2025 dataset. Energies are from ωB97M-V/def2-TZVPD.

The total charge is -1. For the molecular weight, the calculation gives 533.619 g/mol. As for the lowest unoccupied orbital energy: 1.9568 eV. Its orbital gap is 6.384 eV. The calculation puts the calculated total energy at -61156.6590 eV.

CARTESIAN COORDINATES (ANGSTROEM)
1 C -0.363 2.273 1.827
2 Si -0.126 3.469 3.278
3 C 0.718 5.069 2.689
4 C -1.889 4.012 3.816
5 Al 1.274 2.519 5.010
6 O 2.887 2.252 4.229
7 C 3.498 1.296 5.057
8 C 2.425 0.386 5.777
9 C 2.616 0.404 7.312
10 C 1.342 -0.007 8.063
11 C 0.570 1.139 8.668
12 F 1.389 1.913 9.492
13 O 1.146 0.742 5.366
14 H -0.765 2.734 0.923
15 H 0.562 1.742 1.614
16 H -1.095 1.526 2.144
17 H 1.608 4.867 2.098
18 H 1.047 5.594 3.588
19 H 0.038 5.736 2.157
20 H -2.007 5.093 3.725
21 H -2.099 3.744 4.849
22 H -2.648 3.546 3.186
23 H 1.464 3.379 6.362
24 H 4.190 0.692 4.459
25 H 4.119 1.782 5.827
26 H 2.669 -0.649 5.491
27 H 3.378 -0.342 7.543
28 H 2.964 1.370 7.672
29 H 0.665 -0.496 7.362
30 H 1.580 -0.708 8.865
31 H -0.229 0.760 9.306
32 H 0.151 1.793 7.908
33 C -4.893 -3.220 -0.565
34 C -4.908 -1.911 0.194
35 O -3.803 -1.799 1.098
36 C -2.634 -1.484 0.531
37 O -2.462 -1.279 -0.644
38 O -1.712 -1.448 1.478
39 C -0.391 -1.152 1.007
40 H -4.858 -4.060 0.130
41 H -5.793 -3.308 -1.176
42 H -4.025 -3.281 -1.219
43 H -5.789 -1.848 0.830
44 H -4.912 -1.056 -0.483
45 H -0.383 -0.232 0.431
46 H -0.019 -1.980 0.403
47 H 0.238 -1.029 1.883
48 C 1.155 -0.947 -3.952
49 C 1.036 0.308 -3.115
50 O 2.141 0.447 -2.210
51 C 3.285 0.847 -2.752
52 O 3.471 1.123 -3.911
53 O 4.198 0.906 -1.786
54 C 5.498 1.306 -2.215
55 H 1.266 -1.822 -3.311
56 H 0.263 -1.076 -4.566
57 H 2.024 -0.896 -4.607
58 H 0.154 0.249 -2.481
59 H 0.952 1.198 -3.739
60 H 5.456 2.254 -2.747
61 H 5.938 0.544 -2.857
62 H 6.088 1.414 -1.310
63 C -3.666 -4.262 -9.024
64 C -3.667 -2.946 -8.278
65 O -2.528 -2.814 -7.416
66 C -1.387 -2.494 -8.023
67 O -1.242 -2.287 -9.199
68 O -0.430 -2.447 -7.100
69 C 0.874 -2.151 -7.608
70 H -3.597 -5.095 -8.323
71 H -4.586 -4.365 -9.599
72 H -2.823 -4.321 -9.711
73 H -4.523 -2.885 -7.610
74 H -3.705 -2.097 -8.961
75 H 0.867 -1.230 -8.186
76 H 1.237 -2.972 -8.224
77 H 1.514 -2.031 -6.740



Record 3
Here is a molecular structure, C23H21N6O8PtS3 from the Open Molecules 2025 dataset. Energies are from ωB97M-V/def2-TZVPD.

The multiplicity is 5. The total charge is +1. For the molecular weight, the calculation gives 800.734 g/mol. As for the lowest unoccupied orbital energy (spin up / spin down): -4.0178 / -7.4063 eV. Its orbital gap (spin up / spin down) is 5.719 / 3.683 eV. The energy relative to the best compared isomer or geometry (same formula, charge and spin) comes out at 24.27 kJ/mol. The calculation puts the calculated total energy at -85250.1145 eV.

CARTESIAN COORDINATES (ANGSTROEM)
1 Pt 0.059 -0.476 0.177
2 O 1.283 2.028 4.940
3 C 2.479 1.486 4.543
4 C 3.688 1.771 5.232
5 C 4.809 1.064 4.971
6 C 4.772 -0.126 4.135
7 C 3.577 -0.403 3.419
8 C 2.534 0.552 3.455
9 C 1.454 0.461 2.466
10 O 1.260 -0.720 1.971
11 N 0.838 1.554 2.049
12 N 0.062 1.311 1.038
13 C -0.604 2.320 0.469
14 C -1.176 2.067 -0.829
15 C -1.817 3.053 -1.658
16 C -2.712 2.562 -2.613
17 C -2.803 1.180 -2.884
18 C -1.874 0.322 -2.270
19 N -1.086 0.771 -1.234
20 H 1.432 2.547 5.722
21 H 3.693 2.541 6.010
22 H 5.720 1.342 5.483
23 H 5.572 -0.831 4.102
24 H 3.499 -1.313 2.776
25 H -0.636 3.308 0.920
26 H -1.656 4.084 -1.351
27 H -3.355 3.243 -3.152
28 H -3.583 0.753 -3.523
29 H -1.903 -0.790 -2.423
30 O 4.168 0.637 -1.224
31 S 2.710 0.743 -1.479
32 O 2.143 2.049 -1.640
33 O 2.116 -0.004 -0.322
34 C 2.179 -0.174 -2.941
35 C 2.463 0.632 -4.084
36 C 2.358 0.079 -5.355
37 C 1.791 -1.174 -5.467
38 C 1.353 -1.968 -4.449
39 C 1.553 -1.459 -3.108
40 S 1.543 -2.693 -1.755
41 O 2.764 -2.609 -0.921
42 O 1.184 -3.932 -2.440
43 O 0.305 -2.304 -0.823
44 H 2.741 1.683 -3.916
45 H 2.742 0.580 -6.224
46 H 1.623 -1.543 -6.494
47 H 0.749 -2.856 -4.649
48 C -6.411 -1.057 0.397
49 C -5.181 -1.602 -0.363
50 C -3.915 -1.621 0.442
51 N -2.748 -1.340 -0.087
52 N -1.771 -1.083 0.799
53 C -2.178 -1.461 2.065
54 N -1.288 -1.699 3.094
55 S -3.906 -1.729 2.177
56 H -7.242 -0.761 -0.289
57 H -6.184 -0.165 1.034
58 H -6.836 -1.737 1.091
59 H -4.996 -0.977 -1.252
60 H -5.410 -2.615 -0.692
61 H -0.323 -1.480 2.903
62 H -1.623 -2.024 4.031



Record 4
Here is a molecular structure, C45H36AsN3O13P2SZn from the Open Molecules 2025 dataset. Energies are from ωB97M-V/def2-TZVPD.

The total charge is -2. For the molecular weight, the calculation gives 1061.118 g/mol. As for the lowest unoccupied orbital energy: 3.8559 eV. Its orbital gap is 7.007 eV. The calculation puts the calculated total energy at -217006.4907 eV.

CARTESIAN COORDINATES (ANGSTROEM)
1 Zn -1.077 0.969 1.114
2 O 1.229 4.067 -0.938
3 As -0.155 3.768 0.209
4 O -1.188 4.943 -0.249
5 O -0.378 2.127 -0.182
6 C 0.900 4.120 1.832
7 C 2.161 4.693 1.718
8 C 2.923 4.918 2.857
9 C 2.427 4.613 4.120
10 C 1.163 4.059 4.254
11 C 0.413 3.815 3.115
12 S -1.014 2.765 3.159
13 O -1.659 2.833 4.440
14 O -0.344 1.453 2.892
15 O -1.813 3.181 2.016
16 H 0.933 3.617 -1.742
17 H 2.543 4.916 0.731
18 H 3.926 5.319 2.761
19 H 3.035 4.787 4.999
20 H 0.746 3.794 5.218
21 O -0.751 -2.988 2.076
22 C -1.100 -1.814 2.000
23 O -0.540 -0.950 1.204
24 C -2.247 -1.360 2.895
25 C -2.496 -2.130 3.999
26 C -3.524 -1.808 4.889
27 C -4.285 -0.676 4.679
28 C -4.090 0.090 3.558
29 C -3.073 -0.217 2.582
30 O -2.929 0.459 1.512
31 N -4.977 1.245 3.406
32 O -5.522 1.673 4.422
33 O -5.176 1.698 2.299
34 N -3.819 -2.670 6.005
35 O -4.763 -2.386 6.737
36 O -3.125 -3.663 6.179
37 H -1.876 -2.998 4.171
38 H -5.052 -0.401 5.387
39 C 1.785 -1.253 -3.047
40 N 2.811 -2.144 -2.489
41 C 3.140 -2.180 -1.063
42 P 1.633 -1.764 -0.006
43 C 0.553 -3.064 -0.787
44 C -0.728 -2.707 -1.217
45 C -1.583 -3.641 -1.784
46 C -1.173 -4.958 -1.944
47 C 0.114 -5.317 -1.571
48 C 0.969 -4.374 -1.013
49 C 2.144 -2.486 1.620
50 C 2.200 -1.532 2.638
51 C 2.501 -1.889 3.947
52 C 2.765 -3.215 4.255
53 C 2.727 -4.172 3.249
54 C 2.421 -3.811 1.944
55 C 3.424 -3.019 -3.351
56 C 4.576 -3.746 -2.981
57 C 5.179 -4.636 -3.854
58 C 4.684 -4.837 -5.138
59 C 3.565 -4.111 -5.526
60 C 2.946 -3.222 -4.663
61 P 1.040 0.106 -1.959
62 C 0.393 1.150 -3.375
63 C 1.089 1.890 -4.331
64 C 0.416 2.741 -5.201
65 C -0.961 2.889 -5.117
66 C -1.674 2.143 -4.187
67 C -1.000 1.275 -3.339
68 C 2.631 0.955 -1.539
69 C 2.801 1.392 -0.225
70 C 3.979 1.997 0.184
71 C 5.016 2.182 -0.723
72 C 4.872 1.733 -2.028
73 C 3.692 1.114 -2.427
74 H 0.912 -1.837 -3.366
75 H 2.190 -0.778 -3.945
76 H 3.927 -1.454 -0.823
77 H 3.510 -3.169 -0.798
78 H -1.062 -1.688 -1.083
79 H -2.581 -3.341 -2.083
80 H -1.849 -5.696 -2.360
81 H 0.452 -6.338 -1.702
82 H 1.975 -4.685 -0.764
83 H 1.948 -0.502 2.409
84 H 2.510 -1.133 4.722
85 H 2.975 -3.508 5.278
86 H 2.919 -5.213 3.485
87 H 2.362 -4.588 1.195
88 H 5.022 -3.596 -2.008
89 H 6.060 -5.176 -3.527
90 H 5.162 -5.530 -5.818
91 H 3.157 -4.239 -6.523
92 H 2.070 -2.691 -5.007
93 H 2.167 1.825 -4.396
94 H 0.978 3.308 -5.936
95 H -1.473 3.596 -5.758
96 H -2.748 2.258 -4.102
97 H -1.553 0.714 -2.593
98 H 1.989 1.258 0.481
99 H 4.091 2.326 1.210
100 H 5.931 2.674 -0.414
101 H 5.688 1.847 -2.733
102 H 3.620 0.743 -3.442



Record 5
Here is a molecular structure, C8H23N7O7Zn from the Open Molecules 2025 dataset. Energies are from ωB97M-V/def2-TZVPD.

For the molecular weight, the calculation gives 394.704 g/mol. As for the lowest unoccupied orbital energy: 0.1534 eV. Its orbital gap is 5.614 eV. The energy relative to the best compared isomer or geometry (same formula, charge and spin) comes out at 223.21 kJ/mol. The calculation puts the calculated total energy at -81853.1453 eV.

CARTESIAN COORDINATES (ANGSTROEM)
1 Zn -9.837 15.339 7.979
2 C -11.614 16.976 8.424
3 O -11.091 16.289 9.379
4 O -11.088 16.672 7.246
5 O -12.528 17.834 8.494
6 C -8.444 15.019 5.062
7 O -8.866 15.129 6.217
8 N -7.939 16.075 4.395
9 N -8.493 13.847 4.400
10 H -7.312 15.935 3.625
11 H -8.197 17.007 4.663
12 H -8.010 13.733 3.527
13 H -8.771 13.018 4.894
14 C -12.004 13.128 7.493
15 O -10.948 13.767 7.601
16 N -12.995 13.643 6.758
17 N -12.254 11.951 8.109
18 H -12.946 14.526 6.275
19 H -13.871 13.177 6.595
20 H -11.526 11.685 8.750
21 H -13.119 11.451 8.139
22 C -7.764 17.557 9.025
23 O -8.384 16.643 8.510
24 N -6.931 17.534 10.102
25 N -7.883 18.851 8.511
26 H -6.781 18.409 10.564
27 H -6.770 16.716 10.661
28 H -8.185 19.034 7.571
29 H -7.267 19.555 8.870
30 C -6.644 13.695 8.524
31 C -7.814 13.022 9.229
32 C -7.471 12.445 10.593
33 O -6.461 11.445 10.470
34 C -6.232 10.783 11.702
35 N -8.871 14.055 9.366
36 H -5.752 13.069 8.477
37 H -6.374 14.569 9.124
38 H -6.843 14.082 7.527
39 H -8.320 12.218 8.689
40 H -8.358 11.993 11.059
41 H -7.066 13.142 11.338
42 H -5.328 10.180 11.751
43 H -7.082 10.093 11.777
44 H -6.189 11.487 12.538
45 H -9.670 13.582 9.805
46 H -8.666 14.573 10.229



Record 6
Here is a gas-phase ion, C6H6N (charge +1) from the Open Molecules 2025 dataset. Energies are from ωB97M-V/def2-TZVPD.

The multiplicity is 3. The total charge is +1. For the molecular weight, the calculation gives 92.121 g/mol. As for the lowest unoccupied orbital energy (spin up / spin down): -4.0941 / -7.7301 eV. Its orbital gap (spin up / spin down) is 9.519 / 7.465 eV. The energy relative to the best compared isomer or geometry (same formula, charge and spin) comes out at 150.76 kJ/mol. The calculation puts the calculated total energy at -7794.2774 eV.

CARTESIAN COORDINATES (ANGSTROEM)
1 C 1.810 0.442 -0.271
2 C 0.662 1.280 0.195
3 C 0.171 -1.379 0.121
4 C -1.866 0.406 -0.179
5 C 1.467 -0.795 -0.026
6 C -0.499 0.828 -0.054
7 N -0.762 -0.499 -0.436
8 H 2.656 0.773 -0.721
9 H 0.956 2.188 0.555
10 H -0.029 -2.473 -0.206
11 H 0.177 -1.416 1.324
12 H -2.298 0.012 0.745
13 H -2.444 0.632 -1.047



Record 7
Here is a single C29H39N7O5 molecule from the Open Molecules 2025 dataset. Energies are from ωB97M-V/def2-TZVPD.

As for the structure (SMILES): COc1ccc(-c2nnn(CC(=O)N(CCCN3CCOCC3)[C@H](C(=O)NC3CCCC3)c3ccc(C)o3)n2)cc1. For the molecular weight, the calculation gives 565.675 g/mol. As for the lowest unoccupied orbital energy: 0.6130 eV. Its orbital gap is 8.428 eV. The calculation puts the calculated total energy at -51373.1961 eV.

CARTESIAN COORDINATES (ANGSTROEM)
1 C -8.101 -2.692 0.694
2 O -7.585 -1.427 1.035
3 C -6.243 -1.233 0.986
4 C -5.801 0.044 1.348
5 C -4.461 0.350 1.337
6 C -3.527 -0.616 0.961
7 C -2.117 -0.310 0.946
8 N -1.156 -1.172 0.556
9 N -0.033 -0.551 0.666
10 N -0.293 0.653 1.107
11 C 0.701 1.658 1.344
12 C 2.097 1.028 1.188
13 O 2.775 0.832 2.172
14 N 2.442 0.694 -0.073
15 C 1.773 1.248 -1.236
16 C 2.162 2.715 -1.493
17 C 0.979 3.491 -2.077
18 N -0.061 3.671 -1.067
19 C -1.411 3.520 -1.594
20 C -2.416 3.643 -0.448
21 O -2.305 4.892 0.194
22 C -1.007 5.064 0.708
23 C 0.049 4.960 -0.394
24 C 3.637 -0.092 -0.383
25 C 3.270 -1.260 -1.329
26 O 3.996 -1.569 -2.252
27 N 2.124 -1.877 -1.016
28 C 1.603 -2.998 -1.768
29 C 0.258 -2.639 -2.437
30 C -0.706 -3.763 -2.059
31 C -0.217 -4.186 -0.678
32 C 1.299 -4.196 -0.850
33 C 4.335 -0.692 0.792
34 C 4.090 -1.814 1.528
35 C 5.142 -1.902 2.470
36 C 5.959 -0.836 2.235
37 C 7.216 -0.391 2.891
38 O 5.476 -0.105 1.210
39 N -1.575 0.858 1.297
40 C -3.964 -1.886 0.599
41 C -5.310 -2.197 0.610
42 H -7.723 -3.473 1.361
43 H -9.180 -2.610 0.811
44 H -7.869 -2.955 -0.343
45 H -6.539 0.776 1.635
46 H -4.120 1.334 1.618
47 H 0.607 2.003 2.378
48 H 0.524 2.496 0.657
49 H 2.044 0.639 -2.100
50 H 0.692 1.179 -1.120
51 H 3.005 2.767 -2.182
52 H 2.473 3.180 -0.556
53 H 0.570 2.924 -2.917
54 H 1.324 4.459 -2.466
55 H -1.506 2.533 -2.054
56 H -1.635 4.288 -2.352
57 H -3.437 3.582 -0.829
58 H -2.248 2.832 0.277
59 H -0.984 6.056 1.161
60 H -0.812 4.307 1.482
61 H 1.046 5.051 0.043
62 H -0.099 5.789 -1.107
63 H 4.362 0.548 -0.904
64 H 1.543 -1.529 -0.261
65 H 2.370 -3.243 -2.505
66 H -0.103 -1.699 -2.018
67 H 0.357 -2.518 -3.514
68 H -0.612 -4.595 -2.759
69 H -1.742 -3.428 -2.055
70 H -0.508 -3.432 0.054
71 H -0.608 -5.153 -0.367
72 H 1.613 -5.120 -1.338
73 H 1.833 -4.115 0.096
74 H 3.260 -2.483 1.429
75 H 5.270 -2.656 3.219
76 H 7.498 -1.101 3.663
77 H 8.021 -0.316 2.161
78 H 7.078 0.591 3.343
79 H -3.236 -2.629 0.311
80 H -5.620 -3.190 0.327